(1)
{"formula": "H80O40", "method": "ωB97M-V with the def2-TZVPD basis set", "mol_weight_g_mol": 720.6, "e_above_lowest_kcal_mol": 346.2, "orbital_gap_ev": 10.0073, "elements": ["H", "H", "O", "H", "H", "O", "H", "H", "O", "H", "H", "O", "H", "H", "O", "H", "O", "H", "O", "H", "H", "O", "H", "H", "O", "H", "H", "O", "H", "H", "O", "H", "O", "H", "H", "O", "H", "H", "O", "H", "H", "O", "H", "H", "O", "H", "H", "O", "H", "H", "O", "H", "O", "H", "H", "O", "H", "O", "H", "H", "O", "H", "H", "O", "H", "H", "O", "H", "H", "O", "H", "H", "O", "H", "H", "O", "H", "H", "O", "H", "H", "O", "H", "H", "O", "H", "H", "O", "H", "O", "H", "H", "O", "H", "H", "H", "H", "H", "H", "O", "H", "H", "O", "H", "H", "O", "H", "H", "O", "H", "H", "O", "H", "H", "O", "H", "H", "O", "H", "H"], "positions_angstrom": [[0.112, 2.783, -2.782], [-0.303, 2.247, -1.149], [-0.523, 2.612, -1.968], [4.028, 0.783, 1.618], [3.450, 2.379, 1.691], [4.009, 1.756, 1.238], [-1.690, -1.702, 3.443], [-1.371, -0.815, 2.130], [-1.079, -1.004, 3.108], [-3.376, -2.398, -2.575], [-2.461, -1.455, -1.831], [-3.334, -1.798, -1.867], [1.982, 4.526, -1.051], [2.387, 3.060, -1.044], [2.039, 3.725, -0.464], [-2.465, -4.215, 3.119], [-2.678, -3.224, 3.264], [-0.620, -4.495, -1.664], [-1.105, -3.590, -1.707], [1.134, 1.349, 0.786], [1.142, 1.487, 2.397], [1.181, 0.998, 1.680], [2.651, -5.734, -1.004], [2.417, -4.307, -1.160], [1.987, -5.192, -1.383], [-0.322, -1.628, -2.561], [0.589, -2.096, -3.843], [-0.084, -1.497, -3.477], [-3.359, -2.780, -0.603], [-4.838, -3.167, 0.276], [-3.839, -3.114, 0.254], [-3.050, 4.974, -1.997], [-3.406, 4.889, -1.120], [-4.756, 2.066, -0.267], [-3.493, 2.106, -1.117], [-4.059, 1.507, -0.640], [2.599, -1.404, 2.362], [2.610, -0.525, 1.248], [3.174, -1.182, 1.642], [-0.927, 5.478, 3.176], [-0.778, 4.062, 3.223], [-0.845, 4.706, 2.495], [0.361, -2.130, 6.545], [-0.311, -1.507, 5.123], [0.503, -1.459, 5.832], [1.387, 0.192, -6.716], [1.121, 0.289, -5.157], [1.303, 0.583, -5.998], [1.525, -2.080, 0.257], [1.881, -1.977, -1.302], [1.142, -2.001, -0.565], [-3.217, -0.669, 0.908], [-2.634, -0.085, 1.448], [2.168, -0.588, -1.832], [2.312, 0.149, -3.053], [2.335, 0.274, -2.165], [-1.668, 3.053, 0.330], [-1.116, 2.161, 0.454], [-6.288, -0.561, 2.297], [-5.525, -0.475, 0.821], [-6.186, -0.011, 1.536], [4.483, -2.833, -1.063], [3.536, -2.754, 0.181], [3.537, -3.035, -0.706], [0.614, 2.672, -6.307], [-0.447, 2.550, -5.247], [0.143, 3.260, -5.576], [-1.145, 0.430, -0.371], [-0.142, 0.295, -1.687], [-0.996, 0.039, -1.216], [-5.766, 0.162, -1.556], [-5.319, -0.789, -2.547], [-6.203, -0.615, -2.119], [3.185, 0.821, 3.211], [3.865, 0.085, 4.280], [3.030, 0.597, 4.235], [-1.815, 2.031, 4.140], [-0.776, 1.677, 3.403], [-0.890, 2.227, 4.286], [1.674, 4.011, 2.713], [1.997, 3.543, 1.216], [1.695, 3.250, 1.998], [-2.365, 0.331, -3.672], [-2.124, -0.478, -4.943], [-2.882, 0.104, -4.505], [1.212, -4.574, -4.056], [-0.327, -4.196, -4.098], [0.523, -3.839, -4.267], [4.143, 1.944, -2.543], [4.032, 2.910, -2.558], [-0.111, -5.286, 1.717], [0.254, -6.525, 1.808], [-0.485, -6.163, 1.506], [-2.747, 0.635, 0.885], [-3.364, -3.037, 2.654], [-0.249, 2.253, 0.145], [-0.635, -3.197, -0.899], [-3.703, 5.791, -0.875], [4.777, 3.172, -3.203], [-1.655, -2.993, 5.345], [-1.523, -3.609, 4.531], [-1.633, -2.125, 4.923], [1.305, -3.829, 1.712], [1.669, -4.722, 1.653], [1.334, -3.412, 2.688], [6.626, 1.138, -1.624], [6.163, 0.457, -1.020], [6.349, 1.990, -1.466], [1.365, -1.502, 3.364], [1.589, -1.382, 4.241], [0.393, -1.280, 3.187], [5.652, 3.892, 0.079], [5.733, 3.228, 0.934], [4.716, 3.820, -0.007], [1.401, 4.185, -3.316], [2.239, 3.853, -3.777], [0.792, 4.452, -3.886], [-4.589, 2.570, 2.573], [-5.369, 2.798, 1.929], [-4.590, 1.674, 2.932]], "forces_ev_per_a": [[-0.9, -0.6, 3.5], [1.3, -0.7, -0.1], [-0.5, 2.0, -5.5], [-0.5, 3.1, -0.9], [-0.9, -0.2, 1.0], [1.6, -3.1, -0.2], [0.4, 0.5, -1.4], [0.2, -0.1, 2.3], [-0.7, -0.1, -1.0], [0.2, -1.2, -1.6], [1.6, 0.8, -0.1], [-1.3, 0.9, 1.2], [-0.1, -1.2, 0.7], [0.5, -0.6, -0.7], [-0.2, 1.7, -0.6], [-0.8, 2.3, -0.1], [0.6, -3.0, -0.6], [-1.3, 2.0, -0.3], [2.2, -1.9, 2.1], [0.2, 0.8, 1.3], [-0.3, 4.6, 4.3], [0.1, -7.3, -5.9], [0.8, -1.4, 0.4], [-1.0, -1.1, -0.5], [0.0, 2.2, -0.1], [0.4, -0.8, 0.3], [-0.8, -0.5, 0.9], [0.2, 2.0, -1.3], [-2.2, -0.5, 1.4], [2.0, 0.4, -1.1], [-0.3, 0.0, 0.6], [0.3, 0.1, -0.6], [-0.6, 0.6, 0.9], [0.3, -0.1, 0.0], [0.4, 0.4, -0.4], [-0.7, -0.5, 0.5], [-1.1, -0.6, 1.8], [-0.5, 0.9, -0.6], [2.0, 0.0, -1.8], [0.0, -1.2, -2.4], [0.0, -1.1, -0.6], [-0.1, 2.3, 3.1], [-0.4, 0.8, -1.3], [3.7, 0.0, 3.4], [-2.3, -0.2, -1.4], [0.9, -6.8, -9.3], [-0.8, -2.2, 2.0], [-0.2, 8.8, 7.3], [1.8, -0.5, 2.9], [-2.1, -1.0, 3.0], [-0.3, 0.9, -5.7], [0.5, -0.5, 0.8], [-1.3, -2.5, -0.3], [-0.3, -0.7, 0.9], [-0.1, -0.3, -4.4], [0.5, 1.7, 3.5], [2.3, -2.6, 0.3], [-4.5, 2.0, 1.3], [0.2, -0.9, 0.5], [-2.6, 1.4, 3.0], [2.4, -0.5, -3.6], [-2.5, -0.6, 1.1], [0.0, 1.0, 2.3], [3.2, -0.1, -3.3], [-1.1, 1.9, 2.2], [0.1, 0.7, 0.0], [0.7, -2.7, -2.3], [0.4, 0.8, 0.8], [-1.7, -0.2, 1.4], [1.0, -1.6, -2.7], [-1.9, -2.0, -1.4], [-1.3, -0.4, 0.1], [3.3, 2.5, 1.4], [-1.3, -0.4, 3.3], [-0.6, 0.1, 0.8], [1.9, 0.4, -3.7], [-1.4, 0.7, 1.3], [1.2, 1.4, 2.1], [0.1, -1.9, -3.5], [0.1, -2.1, -2.7], [1.4, 2.5, -4.6], [-1.2, 1.2, 8.2], [-1.2, -0.2, -1.1], [-2.5, 1.6, 1.1], [3.8, -1.5, 0.2], [-2.0, 1.8, -0.4], [-1.2, -0.5, 0.5], [3.7, -1.8, -0.3], [-0.2, 0.2, 0.2], [1.8, 0.1, -1.9], [-1.3, 0.9, -0.7], [4.7, -4.3, 1.9], [-3.7, 3.4, -1.2], [0.1, 3.1, -1.2], [-1.1, 0.1, -1.6], [1.8, 1.4, 0.6], [-0.8, -0.3, -1.5], [0.3, -0.9, -0.2], [-1.7, -0.4, 1.6], [1.0, -1.8, -1.0], [-0.2, 1.9, 2.8], [-0.8, -0.5, 0.6], [-0.3, 1.1, 2.4], [0.3, 0.4, 0.5], [0.2, -1.2, -2.8], [0.3, -5.2, 0.2], [1.0, 2.4, -1.3], [-1.4, 3.0, 1.3], [-0.8, -1.5, -3.5], [0.3, 0.7, 3.1], [0.9, -0.1, 0.4], [1.4, -2.6, 3.6], [0.0, 2.4, -3.2], [-1.4, 0.1, -0.6], [6.1, -2.4, 3.9], [-2.1, 0.8, 0.8], [-3.8, 1.7, -4.5], [-1.3, 1.6, -1.6], [2.1, -1.6, 2.3], [-0.8, 0.0, -0.8]], "lowdin_charge": [0.089, -0.079, -0.087, 0.075, -0.007, -0.093, 0.022, 0.086, -0.100, 0.056, -0.002, -0.010, 0.097, 0.009, -0.036, 0.133, -0.079, 0.089, -0.110, 0.049, -0.057, 0.008, 0.007, 0.011, -0.074, -0.025, 0.015, -0.071, 0.017, 0.065, -0.142, 0.025, -0.051, 0.053, 0.032, -0.027, -0.042, 0.000, -0.058, 0.095, -0.012, -0.109, 0.064, 0.080, -0.123, -0.078, 0.000, 0.102, -0.049, 0.085, -0.054, 0.065, -0.024, -0.020, -0.017, 0.036, 0.160, -0.068, 0.011, 0.106, -0.097, 0.143, -0.005, -0.067, 0.095, 0.037, -0.110, -0.017, 0.061, -0.063, 0.060, 0.019, -0.132, 0.053, 0.051, -0.088, 0.024, 0.085, -0.072, 0.153, -0.087, -0.067, 0.029, 0.085, -0.133, 0.112, 0.020, -0.073, 0.025, -0.077, 0.007, -0.056, -0.005, -0.027, 0.025, -0.034, 0.059, 0.059, 0.111, -0.094, 0.084, -0.010, -0.096, 0.035, 0.118, -0.058, 0.089, -0.057, -0.089, -0.017, 0.011, -0.117, 0.120, -0.043, -0.036, 0.090, -0.060, -0.108, 0.092, 0.011]}

(2)
{"formula": "CH3IOS2", "method": "ωB97M-V with the def2-TZVPD basis set", "mol_weight_g_mol": 222.1, "e_above_lowest_kcal_mol": 8.0, "orbital_gap_ev": 8.1228, "elements": ["C", "O", "S", "S", "I", "H", "H", "H"], "positions_angstrom": [[0.022, 1.208, 0.414], [1.305, -1.184, -0.102], [-0.853, 0.430, -0.978], [0.278, -1.350, -1.121], [-1.389, -2.983, -0.167], [0.750, 0.428, 0.700], [-0.664, 1.462, 1.210], [0.551, 1.989, 0.043]], "forces_ev_per_a": [[-1.1, -3.0, 0.4], [0.7, -0.5, -0.1], [-0.2, 0.4, -0.1], [-0.6, 0.1, 0.4], [0.2, 0.1, -0.1], [-0.3, 0.4, 0.4], [-0.1, 0.0, 0.1], [1.4, 2.6, -1.0]], "lowdin_charge": [-0.401, -0.663, 0.481, 0.205, 0.330, 0.015, 0.043, -0.010]}